No. 1
52
Properties=species:S:1:pos:R:3:forces:R:3:mulliken_charge:R:1 method="wB97M-V/def2-TZVPD" s2=0.9981 homo_lumo_gap_ev="5.3715 / 5.7674" spin_multiplicity=2 total_charge=+2 e_tot_ha=-3964.473663 homo_ev="-13.51 / -13.54"
Ru -0.110 -0.435 -0.256 0.20 0.53 1.38 0.45
Br 4.283 -0.313 5.819 -0.24 -0.04 -0.13 -0.12
C 2.919 -0.350 4.514 0.91 0.10 -0.89 -0.24
C 1.575 -0.414 4.901 -0.32 0.00 -0.72 -0.47
C 0.601 -0.439 3.927 -0.08 0.05 0.02 -0.71
C 0.907 -0.378 2.552 1.64 0.13 0.28 0.45
O -0.040 -0.406 1.691 -1.46 -0.15 -0.13 -0.15
C 2.303 -0.274 2.151 -1.20 -0.04 -0.07 0.22
C 2.713 -0.183 0.807 -0.64 -0.11 -0.43 0.25
N 1.937 -0.215 -0.292 -1.24 -0.14 3.09 0.06
C 2.472 -0.284 -1.542 1.92 0.11 -3.03 1.03
C 3.842 -0.352 -1.896 -1.89 0.19 1.15 -0.82
C 4.220 -0.395 -3.223 -0.38 -0.01 -1.51 -1.11
C 3.283 -0.376 -4.248 0.58 0.03 0.65 -0.85
C 1.908 -0.331 -3.954 -0.20 -0.05 0.42 0.64
C 0.890 -0.344 -4.929 -0.35 0.01 0.52 -0.49
C -0.431 -0.342 -4.525 0.40 -0.01 -0.47 -1.12
C -0.743 -0.331 -3.174 0.52 0.06 0.42 0.30
N 0.204 -0.316 -2.220 -1.70 0.09 -1.34 0.13
C 1.505 -0.302 -2.593 1.42 -0.06 0.12 0.44
C 3.270 -0.289 3.170 0.19 0.05 1.25 -0.84
H 1.300 -0.442 5.943 0.03 -0.03 0.13 0.47
H -0.443 -0.494 4.197 -0.07 -0.01 0.03 0.48
H 3.780 -0.088 0.645 0.06 -0.09 0.01 0.32
H 4.609 -0.363 -1.138 0.07 -0.03 0.05 0.34
H 5.270 -0.442 -3.469 0.04 -0.01 -0.01 0.42
H 3.594 -0.404 -5.279 0.10 -0.01 -0.14 0.46
H 1.154 -0.361 -5.974 0.01 -0.01 -0.18 0.49
H -1.225 -0.362 -5.254 -0.10 0.01 -0.03 0.46
H -1.776 -0.340 -2.850 0.14 -0.02 0.06 0.28
H 4.318 -0.255 2.912 0.12 0.07 -0.05 0.52
C -2.806 -2.922 1.813 0.14 -0.15 -0.09 -1.34
C -2.628 -1.876 0.762 -1.05 0.24 0.52 0.96
O -1.707 -1.921 -0.071 1.13 0.62 -0.57 -0.73
N -3.562 -0.922 0.700 0.07 -0.02 0.04 -0.05
C -3.618 0.057 -0.371 0.25 0.04 -0.11 -0.89
C -2.932 1.350 0.008 -0.45 -0.06 -0.05 0.92
C -3.676 2.464 0.376 0.27 -0.09 -0.07 -0.87
C -3.017 3.623 0.757 0.07 -0.11 0.04 -0.33
C -1.631 3.635 0.760 -0.03 -0.14 -0.13 -0.99
C -0.961 2.492 0.362 0.30 0.32 0.04 -0.03
N -1.597 1.379 -0.001 1.09 -1.33 -0.32 0.43
H -1.865 -3.423 2.022 0.04 0.07 -0.03 0.35
H -3.507 -3.666 1.435 -0.05 -0.08 -0.02 0.37
H -3.219 -2.506 2.727 -0.04 0.06 0.06 0.43
H -4.296 -0.898 1.391 0.09 -0.14 0.03 0.26
H -4.664 0.241 -0.618 0.10 0.01 0.00 0.59
H -3.121 -0.383 -1.240 -0.20 0.07 0.12 -0.12
H -4.755 2.421 0.360 -0.04 -0.03 -0.02 0.46
H -3.577 4.496 1.051 -0.05 0.10 0.02 0.44
H -1.076 4.514 1.049 0.05 0.03 0.00 0.45
H 0.125 2.468 0.312 -0.17 -0.01 0.07 0.44

No. 2
95
Properties=species:S:1:pos:R:3:forces:R:3:mulliken_charge:R:1 method="wB97M-V/def2-TZVPD" homo_lumo_gap_ev=5.7328 spin_multiplicity=1 total_charge=0 e_tot_ha=-3633.555721 homo_ev=-6.10
Ba 2.271 -0.939 -0.127 0.43 1.10 -0.01 1.15
C -6.254 -0.638 -1.642 -0.06 0.82 -0.41 -1.55
C -5.399 -0.589 -0.370 1.04 0.03 -0.08 1.47
C -6.328 -0.605 0.847 -0.19 -0.16 0.82 -1.56
C -4.495 -1.825 -0.317 -0.37 -0.57 0.00 0.83
C -5.069 -3.110 -0.337 1.15 0.15 -0.03 -0.45
C -4.287 -4.262 -0.303 0.49 0.30 0.25 -1.68
C -2.894 -4.162 -0.171 -0.30 0.23 -0.08 -0.06
C -2.286 -2.907 -0.151 -0.62 -0.08 -0.21 -0.31
P -0.473 -2.725 -0.053 -0.15 1.11 0.25 0.51
C -0.054 -3.390 1.602 -0.14 -0.25 0.38 0.88
C 1.216 -3.944 1.861 -0.68 -0.02 0.72 -0.70
C 1.500 -4.445 3.136 0.03 -0.05 -0.14 -0.69
C 0.572 -4.394 4.175 -0.02 0.23 -0.81 -0.63
C -0.656 -3.785 3.943 -0.15 0.43 -0.55 -0.55
C -0.969 -3.250 2.679 0.96 -0.89 0.02 -0.74
C 0.163 -3.830 -1.338 -0.22 -0.89 -0.25 1.39
C 0.385 -5.200 -1.117 0.17 0.36 -0.71 -0.66
C 0.645 -6.028 -2.201 0.06 -0.38 -0.40 -0.62
C 0.673 -5.572 -3.530 -0.23 0.82 0.96 -0.62
C 0.489 -4.192 -3.737 0.20 -0.42 0.18 -0.52
C 0.248 -3.333 -2.660 -0.01 -0.38 0.42 -0.70
C -3.110 -1.754 -0.269 0.72 -0.45 -0.05 -0.43
O -2.422 -0.584 -0.374 -0.45 0.22 0.39 -0.63
C -3.119 0.611 -0.252 0.52 -0.63 -0.31 0.20
C -2.299 1.727 -0.094 0.03 -0.07 -0.03 -0.62
C -2.899 2.967 -0.020 -1.14 0.43 -0.34 0.36
C -4.292 3.077 -0.217 0.51 0.25 0.16 -1.61
C -5.065 1.936 -0.374 0.96 0.16 0.28 -0.58
C -4.497 0.663 -0.350 -0.66 -0.06 0.11 0.50
P -0.469 1.566 -0.047 0.01 -0.77 0.67 1.24
C -0.007 2.705 -1.354 0.80 1.08 0.14 0.88
C -0.010 2.194 -2.661 0.11 0.44 0.53 -0.72
C 0.300 3.039 -3.710 0.02 0.16 -0.56 -0.43
C 0.685 4.368 -3.506 -0.05 -0.37 1.04 -0.66
C 0.783 4.849 -2.193 -0.12 -0.65 0.26 -0.69
C 0.447 4.021 -1.102 -0.29 -0.24 -1.24 -0.30
C -0.121 2.319 1.595 -0.28 -0.27 0.25 0.43
C -1.089 2.263 2.622 0.88 0.45 0.17 -0.78
C -0.767 2.674 3.921 -0.06 -0.38 -0.59 -0.56
C 0.525 3.097 4.244 -0.10 -0.36 -0.58 -0.73
C 1.496 3.070 3.245 -0.10 -0.24 -0.52 -0.53
C 1.187 2.674 1.925 0.04 0.28 0.61 -0.27
H -6.803 -1.587 -1.707 0.10 0.37 -0.06 0.38
H -5.618 -0.503 -2.544 -0.45 -0.19 0.51 0.35
H -6.978 0.209 -1.598 0.36 -0.67 -0.22 0.37
H -6.950 -1.517 0.786 0.21 0.37 0.22 0.39
H -7.024 0.253 0.866 0.43 -0.29 -0.09 0.39
H -5.759 -0.623 1.815 -0.47 0.01 -0.88 0.31
H -6.133 -3.177 -0.415 -0.48 -0.21 0.00 0.45
H -4.717 -5.250 -0.346 -0.26 -0.01 0.00 0.41
H -2.285 -5.070 -0.099 -0.24 0.37 -0.06 0.39
H 1.969 -4.049 1.087 -0.06 -0.05 -0.12 0.56
H 2.453 -4.936 3.299 0.02 0.11 0.03 0.41
H 0.801 -4.835 5.130 0.04 -0.02 0.16 0.42
H -1.394 -3.725 4.740 0.12 0.03 -0.14 0.41
H -1.939 -2.811 2.521 -0.15 0.10 -0.10 0.43
H 0.364 -5.640 -0.124 -0.10 0.21 -0.06 0.43
H 0.806 -7.078 -1.986 0.00 -0.02 -0.17 0.40
H 0.815 -6.277 -4.349 0.06 0.32 0.18 0.39
H 0.553 -3.763 -4.731 -0.08 -0.13 0.04 0.42
H 0.080 -2.272 -2.859 0.01 -0.21 0.11 0.39
H -2.310 3.864 0.163 -0.04 -0.19 -0.14 0.49
H -4.772 4.060 -0.242 0.24 -0.37 0.09 0.37
H -6.115 2.045 -0.483 -0.81 0.02 -0.10 0.46
H -0.202 1.133 -2.840 -0.17 0.32 0.04 0.27
H 0.250 2.646 -4.722 0.12 0.09 0.09 0.40
H 0.962 5.001 -4.332 -0.04 0.04 -0.14 0.41
H 1.138 5.852 -1.988 -0.02 -0.03 -0.13 0.45
H 0.541 4.406 -0.091 -0.10 -0.13 -0.12 0.40
H -2.077 1.875 2.433 -0.16 0.09 -0.10 0.35
H -1.556 2.575 4.653 0.12 0.20 0.27 0.39
H 0.797 3.358 5.262 -0.10 0.06 -0.14 0.39
H 2.527 3.295 3.491 -0.03 0.08 -0.07 0.45
H 1.979 2.602 1.173 -0.19 0.19 0.33 0.36
S 4.187 0.799 1.586 -0.73 -0.97 0.19 -0.29
C 4.544 2.126 0.560 0.13 0.92 -2.57 0.15
C 4.976 3.281 1.241 0.01 -0.36 -0.93 -0.77
C 5.310 4.445 0.550 -0.20 -0.65 -0.27 0.59
C 5.697 5.560 1.320 1.23 2.78 1.64 -0.09
N 6.050 6.462 1.983 -0.86 -1.97 -1.42 -0.57
C 5.278 4.461 -0.855 0.00 0.17 0.08 0.91
C 4.876 3.371 -1.603 -0.28 -1.31 1.35 -1.04
C 4.448 2.162 -0.983 0.60 1.92 2.76 0.39
S 3.809 0.991 -2.038 -0.72 -1.32 -0.04 -0.35
C 5.682 5.595 -1.614 1.20 2.46 -1.01 -0.33
N 6.079 6.508 -2.228 -0.92 -1.80 1.11 -0.58
H 5.100 3.235 2.328 -0.22 0.08 -0.46 0.40
H 4.899 3.445 -2.677 -0.15 -0.09 -0.14 0.47
C 7.386 -1.027 -0.127 0.15 0.22 0.49 -0.83
C 5.959 -1.339 -0.156 -0.71 -0.91 -0.16 0.24
N 4.857 -1.679 -0.171 1.46 -0.18 -0.15 -0.29
H 7.976 -1.881 -0.522 -0.44 0.62 0.23 0.34
H 7.666 -0.821 0.930 -0.13 -0.18 -0.71 0.27
H 7.568 -0.111 -0.706 -0.03 -0.34 0.08 0.25

No. 3
65
Properties=species:S:1:pos:R:3:forces:R:3:mulliken_charge:R:1 method="wB97M-V/def2-TZVPD" s2=3.8057 homo_lumo_gap_ev="7.2925 / 5.0953" spin_multiplicity=4 total_charge=+1 e_tot_ha=-1788.838899 homo_ev="-9.85 / -10.10"
C -0.522 3.869 -1.770 -0.51 -0.96 -0.35 -1.13
C -0.701 2.593 -1.199 0.69 -0.08 0.90 0.94
N 0.261 2.094 -0.329 -1.12 0.71 0.31 0.00
C 1.264 2.872 0.084 0.02 -0.87 -0.66 0.77
C 1.384 4.161 -0.381 0.07 0.35 0.51 -0.97
C 0.489 4.656 -1.302 -0.04 0.57 -0.67 -0.46
C -1.830 1.802 -1.384 -1.04 -0.45 -2.89 -1.24
P -1.984 0.128 -0.780 -2.25 -0.67 1.28 1.11
Re 0.143 -0.008 0.214 1.45 0.98 -1.05 0.88
P 2.420 0.407 0.726 0.23 -0.22 0.14 0.40
C 2.350 2.228 0.890 0.58 0.30 0.62 -1.09
C 0.312 -2.029 0.027 -0.45 -2.81 -0.09 1.04
C -0.802 -2.863 0.352 0.50 -0.27 0.15 -0.21
C -0.681 -4.241 0.577 0.02 -0.12 -0.03 -0.94
C 0.539 -4.905 0.374 -0.09 0.63 0.02 -0.56
C 1.632 -4.150 -0.090 -0.11 0.07 0.03 -0.74
C 1.510 -2.766 -0.293 -0.60 0.15 0.14 -0.15
O -0.235 0.790 -5.993 1.52 0.24 0.58 -0.62
O 1.524 -2.080 -3.455 -0.80 -0.52 0.20 -0.61
H -1.150 4.087 -2.627 -0.04 0.53 0.31 0.46
H 2.183 4.758 0.000 0.40 0.38 0.02 0.57
H 0.612 5.642 -1.717 0.13 0.20 0.02 0.46
C -3.693 0.425 -0.044 -0.30 0.27 0.11 -1.66
C -2.449 -1.186 -2.005 0.48 0.69 -0.78 -1.15
H 3.319 2.620 0.579 0.00 0.27 0.12 0.61
H 2.242 2.462 1.955 -0.06 0.00 -0.06 0.50
H -1.081 1.185 -6.203 0.12 0.54 -0.07 0.30
H -2.549 2.044 -2.206 0.62 0.36 0.84 0.27
C 3.081 -0.281 2.218 0.72 0.19 0.70 -1.52
C 3.771 0.171 -0.484 0.32 -0.07 -0.11 -1.42
H -1.787 -2.400 0.454 0.40 -0.25 0.25 0.18
H -1.549 -4.807 0.941 0.34 0.24 -0.30 0.40
H 0.624 -5.984 0.551 0.00 0.57 -0.07 0.39
H 2.589 -4.663 -0.268 -0.48 0.37 -0.09 0.41
H 2.325 -2.215 -0.776 -0.07 -0.32 0.40 0.24
H 0.876 -0.388 -1.282 1.09 -0.20 -2.02 0.21
H 0.834 -2.789 -3.371 0.93 1.12 -0.31 0.30
H 1.256 -1.474 -4.163 -0.16 -0.48 0.12 0.30
H 0.472 1.475 -5.843 -1.60 -0.80 -0.46 0.32
H 1.446 0.251 -1.069 -1.40 -0.81 -0.53 -0.11
H -4.375 0.659 -0.879 0.30 -0.18 0.13 0.50
H -4.166 -0.377 0.547 0.54 0.08 -0.35 0.38
H -3.691 1.328 0.589 0.17 -0.35 -0.23 0.50
H -3.214 -0.809 -2.704 0.24 -0.22 0.25 0.49
H -1.531 -1.433 -2.564 -0.43 -0.04 0.12 0.23
H -2.810 -2.101 -1.501 0.20 0.69 0.00 0.34
H 4.651 0.725 -0.142 -0.10 -0.03 -0.01 0.52
H 4.066 -0.879 -0.567 -0.19 0.10 0.13 0.43
H 3.531 0.512 -1.498 -0.14 0.04 0.23 0.43
H 4.086 0.115 2.380 0.04 -0.13 0.23 0.48
H 2.444 -0.028 3.064 0.01 -0.02 0.01 0.37
H 3.128 -1.367 2.127 -0.04 0.04 -0.09 0.35
C -2.398 -0.975 2.875 -0.35 -0.62 0.21 -1.21
C -1.683 0.341 2.676 0.22 0.13 -0.32 1.42
C -1.707 1.213 3.909 0.03 0.05 0.25 -1.84
C -0.222 0.145 2.221 -0.19 -0.03 1.10 -1.27
H -1.721 -1.745 3.241 0.07 -0.06 0.17 0.29
H -2.844 -1.382 1.966 0.14 0.12 -0.06 0.07
H -3.218 -0.889 3.592 0.04 0.09 0.01 0.45
H -2.233 0.877 1.908 0.02 0.26 -0.12 -0.49
H -1.100 0.764 4.686 0.06 -0.13 0.35 0.38
H -1.277 2.186 3.695 0.08 0.26 -0.06 0.37
H -2.714 1.367 4.283 -0.18 -0.02 0.10 0.47
H 0.351 1.038 2.529 -0.02 -0.29 0.41 0.37
H 0.202 -0.773 2.664 -0.04 0.47 0.33 0.48